No. 1
Formula: C31H15F8N2O6SSbTl
Source: the Open Molecules 2025 dataset
Level of theory: the ωB97M-V functional and the def2-TZVPD basis

Geometry (Å):
Tl1 0.8224 -0.7993 0.6961
F1 1.8487 -8.1269 0.2224
C1 1.2213 -7.0110 -0.0919
C2 0.3575 -6.4358 0.7954
F2 0.0707 -7.0757 1.8906
C3 -0.1336 -5.0102 0.6842
F3 -0.7588 -4.6845 1.8293
C4 0.5593 -3.9155 -0.9240
S1 0.9678 -2.5108 -1.7205
C5 0.6602 -5.4039 -1.9134
F4 0.9372 -5.1637 -3.1869
C6 1.4952 -6.4243 -1.3420
F5 2.5585 -6.8058 -1.9703
O1 -0.6947 -5.6126 -1.6455
C7 -0.8217 -4.6002 -0.6659
O2 0.9721 -4.1773 0.4280
C8 -2.0829 -3.8337 -0.6829
C9 -2.1880 -2.7645 0.1970
C10 -3.2408 -1.8946 0.0615
C11 -4.2347 -2.0551 -0.8837
C12 -4.1031 -3.1436 -1.7253
C13 -3.0390 -4.0261 -1.6722
N1 -5.1382 -3.3513 -2.7660
O3 -6.1054 -2.6268 -2.7284
O4 -4.9538 -4.2582 -3.5462
N2 -3.2600 -0.6975 0.9413
O5 -4.2485 -0.0098 0.9174
O6 -2.2341 -0.4469 1.5490
H1 -1.4600 -2.5872 0.9745
H2 -5.0628 -1.3676 -0.9696
H3 -2.9664 -4.8247 -2.3955
F6 -1.9189 5.4299 4.7669
C14 -1.0263 4.7747 4.0115
C15 -0.4301 3.6422 4.5239
C16 0.4903 2.9711 3.7294
C17 0.8058 3.4251 2.4508
C18 0.1814 4.5798 1.9748
C19 -0.7393 5.2641 2.7492
Sb1 2.1948 2.3400 1.2881
C20 3.3052 3.9276 0.4630
C21 2.8364 4.7087 -0.5928
C22 3.5878 5.7640 -1.0871
C23 4.8136 6.0215 -0.5049
F7 5.5486 7.0383 -0.9766
C24 5.3153 5.2711 0.5395
C25 4.5524 4.2158 1.0157
C26 0.8951 1.9446 -0.3680
C27 -0.4921 1.8714 -0.1904
C28 -1.3311 1.4429 -1.2140
C29 -0.7621 1.0824 -2.4198
F8 -1.5597 0.6593 -3.4106
C30 0.6017 1.1393 -2.6431
C31 1.4226 1.5686 -1.6095
H4 -0.6833 3.3059 5.5193
H5 0.9697 2.0843 4.1288
H6 0.4155 4.9633 0.9885
H7 -1.2303 6.1613 2.3994
H8 1.8744 4.5006 -1.0471
H9 3.2421 6.3818 -1.9040
H10 6.2820 5.5128 0.9581
H11 4.9456 3.6195 1.8310
H12 -0.9381 2.1648 0.7542
H13 -2.4052 1.4038 -1.0896
H14 0.9990 0.8549 -3.6077
H15 2.4926 1.6097 -1.7835

Values from the calculation:
- Charge: +1
- Multiplicity: 1
- Total energy: -3360.5458 hartree
- HOMO-LUMO gap (alpha / beta): 5.153 / 5.154 eV
- Lowest unoccupied orbital energy (alpha / beta): -6.054 / -6.053 eV
- F_max: 0.72 eV/A

No. 2
Formula: C31H20AuBrClN7O7
Source: the Open Molecules 2025 dataset
Level of theory: the ωB97M-V functional and the def2-TZVPD basis

Geometry (Å):
Au1 -1.4222 -0.7230 -1.0012
Br1 3.0335 -3.6668 6.9506
C1 2.2907 -1.9727 6.5853
C2 0.9453 -1.8756 6.2518
C3 0.3991 -0.6376 5.9737
C4 1.2024 0.5085 6.0255
C5 2.5474 0.3956 6.3941
C6 3.0953 -0.8429 6.6620
N1 0.7530 1.7986 5.7558
N2 -0.4227 1.9656 5.2640
C7 -0.9276 1.5603 4.1476
C8 -2.3665 1.7329 4.0161
C9 -3.0569 1.1843 3.0139
C10 -2.3952 0.4409 1.9377
O1 -3.0295 -0.0520 1.0284
C11 -0.8923 0.3511 1.9962
N3 -0.2810 -0.2742 0.9930
C12 1.0401 -0.3005 0.9428
C13 1.8283 0.3459 1.8842
C14 1.2111 0.9779 2.9399
C15 -0.1817 0.9486 3.0353
H1 0.3331 -2.7653 6.2111
H2 -0.6505 -0.5613 5.7242
H3 3.1454 1.2950 6.4540
H4 4.1375 -0.9371 6.9316
H5 -2.8563 2.2753 4.8142
H6 -4.1331 1.2629 2.9451
H7 1.4825 -0.8422 0.1146
H8 2.9037 0.3461 1.7813
H9 1.7986 1.5035 3.6778
O2 2.1189 -5.5990 -1.1364
C16 2.5260 -4.8877 -2.1718
O3 3.4466 -5.2314 -2.8694
C17 1.8051 -3.6049 -2.4428
C18 2.1702 -2.7046 -3.4299
Cl1 3.4912 -2.7115 -4.4940
N4 1.3059 -1.6630 -3.3923
N5 0.3996 -1.8432 -2.4248
C19 0.6740 -2.9917 -1.8430
C20 -0.2399 -3.4442 -0.7349
O4 0.0349 -4.4778 -0.1279
O5 -1.2768 -2.7347 -0.4945
C21 1.2168 -0.4774 -4.1851
C22 1.3111 -0.5371 -5.5647
C23 1.1701 0.6326 -6.2972
C24 0.9210 1.8384 -5.6580
C25 0.8173 1.8795 -4.2738
C26 0.9732 0.7215 -3.5305
H10 1.3085 -5.2009 -0.6992
H11 1.4701 -1.4814 -6.0653
H12 1.2415 0.5929 -7.3758
H13 0.8067 2.7441 -6.2385
H14 0.6218 2.8147 -3.7645
H15 0.8988 0.7446 -2.4516
C27 -4.0357 2.1572 -4.2759
N6 -3.0876 2.2821 -3.1780
C28 -2.7549 3.5011 -2.6441
C29 -1.9387 3.6252 -1.5889
C30 -1.3791 2.4329 -0.9569
O6 -0.6460 2.4667 0.0238
N7 -1.7301 1.2468 -1.5598
C31 -2.5907 1.1356 -2.6039
O7 -2.8953 0.0125 -3.0152
H16 -4.0302 3.0829 -4.8475
H17 -5.0416 1.9616 -3.9039
H18 -3.7340 1.3312 -4.9133
H19 -3.1972 4.3547 -3.1404
H20 -1.6830 4.5898 -1.1805

Values from the calculation:
- Charge: 0
- Multiplicity: 3
- Total energy: -5273.1853 hartree
- HOMO-LUMO gap (alpha / beta): 6.727 / 7.282 eV
- Lowest unoccupied orbital energy (alpha / beta): -1.564 / -1.978 eV
- F_max: 0.58 eV/A